Entry a
C3H7FS | ωB97M-V/def2-TZVPD

Atoms and positions in Å:
C: 1.745 -0.383 -0.077
C: 0.365 0.306 0.381
F: 0.233 1.563 -0.174
C: -1.089 -0.413 -0.094
S: -2.690 0.172 0.013
H: 2.485 0.668 -0.171
H: 1.406 -1.021 -1.070
H: 1.967 -1.135 0.654
H: 0.223 0.478 1.406
H: -1.119 -0.175 -1.181
H: -1.124 -1.646 0.109
H: -2.403 1.587 0.204

Its total charge is 0. Its HOMO energy is -8.52 eV. The calculation puts the lowest unoccupied orbital energy at 1.0 eV. The HOMO-LUMO gap comes out at 9.477 eV. The SMILES is C[C@@H](F)CS.



Entry b
C3H7FS | ωB97M-V/def2-TZVPD

Atoms and positions in Å:
C: 0.606 -1.699 0.166
C: -0.462 -1.111 -0.765
C: 0.207 2.680 -0.227
F: -0.963 3.398 2.226
S: -1.121 2.913 0.474
H: 1.419 -2.152 -0.487
H: 1.045 -1.050 0.927
H: 0.182 -2.423 0.775
H: -0.978 -1.962 -1.327
H: -0.011 -0.529 -1.457
H: -1.177 -0.491 -0.227
H: 1.253 2.426 -0.079

Its total charge is 0. Its HOMO energy is -10.40 eV. The calculation puts the lowest unoccupied orbital energy at -0.8 eV. The HOMO-LUMO gap comes out at 9.636 eV.



Which structure is most stable? entry a, by 0.051 eV over the runner-up.



Entry a
C3H3FO | ωB97M-V/def2-TZVPD

Atoms and positions in Å:
C: -0.676 1.115 0.033
C: -0.472 -0.204 -0.130
F: -1.360 -1.185 -0.095
C: 0.918 -0.747 0.077
O: 1.993 -0.219 -0.156
H: -1.643 1.430 -0.137
H: 0.334 1.684 0.046
H: 0.906 -1.874 0.362

Its total charge is 0. Its HOMO energy is -10.42 eV. The calculation puts the lowest unoccupied orbital energy at -0.1 eV. The HOMO-LUMO gap comes out at 10.269 eV. The SMILES is C=C(F)C=O.



Entry b
C3H3FO | ωB97M-V/def2-TZVPD

Atoms and positions in Å:
C: 0.264 0.504 -0.056
C: -1.019 0.260 0.208
C: -2.136 0.859 0.124
O: -3.308 0.704 -0.017
H: 0.934 -0.390 -0.081
H: 0.679 1.478 -0.404
F: -1.191 -2.165 -0.240
H: -1.549 -1.352 0.112

Its total charge is 0. Its HOMO energy is -10.03 eV. The calculation puts the lowest unoccupied orbital energy at -1.2 eV. The HOMO-LUMO gap comes out at 8.818 eV. The SMILES is C=C=C=O.F.



Which structure is most stable? entry a, by 1.356 eV over the runner-up.